Entry i
Molecular formula: C6H15N
Method: DFT, ωB97M-V/def2-TZVPD

Last column: Mulliken charge in e.
Cartesian coordinates (Å):
C1 -0.228 2.558 1.129  -1.14
C2 0.540 1.438 1.803  -0.43
C3 0.085 0.042 1.417  -0.73
N1 0.535 -0.300 0.018  -0.34
C4 -0.031 -1.406 -0.800  0.31
C5 0.846 -1.630 -2.066  -1.40
C6 -1.441 -1.036 -1.272  -1.24
H1 0.138 2.849 0.144  0.30
H2 -0.114 3.534 1.676  0.36
H3 -1.296 2.367 1.179  0.29
H4 0.311 1.597 2.870  0.30
H5 1.646 1.461 1.716  0.27
H6 0.632 -0.709 2.034  0.29
H7 -0.968 -0.274 1.405  0.48
H8 1.532 -0.456 0.086  0.24
H9 -0.007 -2.305 -0.160  0.28
H10 1.909 -1.828 -1.924  0.40
H11 0.755 -0.717 -2.661  0.34
H12 0.454 -2.469 -2.632  0.37
H13 -1.881 -1.928 -1.717  0.40
H14 -1.367 -0.096 -1.836  0.33
H15 -2.051 -0.693 -0.412  0.32

## Properties
HOMO energy   -8.386 eV
Net charge   0
SMILES   CCCNC(C)C

---

Entry ii
Molecular formula: C6H15N
Method: DFT, ωB97M-V/def2-TZVPD

Last column: Mulliken charge in e.
Cartesian coordinates (Å):
C1 1.256 1.190 -0.572  -0.91
N1 0.922 -0.247 -0.629  -0.40
C2 1.054 -0.988 0.536  0.37
C3 0.338 -2.317 0.464  -0.62
C4 -1.140 -2.165 0.080  -1.10
C5 0.177 2.053 0.097  -0.10
C6 -1.100 2.120 -0.811  -1.07
H1 1.385 1.456 -1.624  0.41
H2 2.223 1.419 -0.093  0.31
H3 -0.350 -0.267 1.837  0.33
H4 2.066 -0.919 0.934  0.39
H5 0.176 -0.139 0.654  -0.77
H6 0.759 -2.955 -0.321  0.36
H7 0.531 -2.834 1.406  0.33
H8 -1.148 -1.634 -0.871  0.27
H9 -1.647 -1.580 0.847  0.32
H10 -1.564 -3.147 -0.117  0.40
H11 -0.241 1.542 0.960  0.11
H12 0.577 3.052 0.241  0.42
H13 -1.205 3.079 -1.314  0.33
H14 -1.102 1.311 -1.540  0.30
H15 -1.964 1.969 -0.161  0.30

## Properties
HOMO energy   -8.080 eV
Net charge   0

---

Entry iii
Molecular formula: C6H15N
Method: DFT, ωB97M-V/def2-TZVPD

Last column: Mulliken charge in e.
Cartesian coordinates (Å):
C1 0.832 -0.408 2.159  -0.59
C2 0.111 -1.907 0.480  -1.37
N1 1.864 0.318 1.790  -0.49
H1 1.656 0.718 0.635  0.30
H2 2.735 -0.210 1.813  0.27
H3 0.969 -1.327 2.711  0.41
H4 -0.132 0.080 2.231  0.33
H5 1.097 -2.364 0.403  0.33
H6 -0.417 -2.257 1.365  0.37
H7 -0.494 -2.191 -0.375  0.49
C3 -1.324 0.445 -0.550  -0.32
C4 -1.879 1.258 -1.731  -1.28
C5 0.091 -0.013 -0.804  0.05
C6 1.158 0.892 -0.668  -1.24
H8 -1.348 1.062 0.354  0.19
H9 -1.977 -0.410 -0.365  0.33
H10 0.197 -0.765 -1.574  0.46
H11 -2.907 1.572 -1.536  0.38
H12 -1.278 2.150 -1.912  0.32
H13 -1.878 0.663 -2.648  0.35
H14 2.020 0.763 -1.317  0.33
H15 0.904 1.931 -0.461  0.38

## Properties
HOMO energy   -7.569 eV
Net charge   0

---

Entry iv
Molecular formula: C6H15N
Method: DFT, ωB97M-V/def2-TZVPD

Last column: Mulliken charge in e.
Cartesian coordinates (Å):
C1 -2.107 -0.131 0.734  -0.56
C2 -2.551 0.082 -0.667  -1.02
C3 -0.703 -0.178 0.963  -0.24
N1 0.327 0.447 0.329  -0.44
C4 1.422 -1.034 -1.406  -1.41
C5 1.462 -0.365 -0.016  0.57
C6 2.737 0.479 0.160  -1.36
H1 -0.449 -0.201 2.045  0.35
H2 -2.644 -0.400 1.632  0.49
H3 -3.599 0.364 -0.764  0.34
H4 -1.997 0.947 -1.061  0.35
H5 -2.241 -0.673 -1.393  0.33
H6 -1.956 2.338 1.187  -0.06
H7 -1.307 2.401 1.518  0.08
H8 -1.092 -1.228 0.596  0.26
H9 2.374 -1.524 -1.629  0.43
H10 0.637 -1.804 -1.372  0.32
H11 1.156 -0.375 -2.236  0.29
H12 1.455 -1.149 0.773  0.28
H13 2.999 0.492 1.218  0.32
H14 3.556 0.034 -0.403  0.35
H15 2.523 1.479 -0.210  0.35

## Properties
HOMO energy   -6.996 eV
Net charge   0

---

In terms of stability, entry i leads; the second structure lies 4.260 eV higher.

---

Entry i
Molecular formula: C6H15N
Method: DFT, ωB97M-V/def2-TZVPD

Last column: Mulliken charge in e.
Cartesian coordinates (Å):
C1 -2.787 -0.880 -0.504  -1.20
C2 -2.367 0.469 -0.001  -0.46
C3 -0.972 0.840 -0.468  -0.44
N1 -0.008 0.552 0.606  -0.33
C4 1.357 1.081 0.375  -0.67
C5 2.477 0.117 -0.112  -0.34
C6 2.439 -1.235 0.609  -1.10
H1 -2.123 -1.692 -0.108  0.25
H2 -3.745 -1.325 -0.234  0.38
H3 -2.649 -1.023 -1.587  0.31
H4 -3.125 1.216 -0.282  0.33
H5 -2.569 0.537 1.084  0.30
H6 -0.667 0.340 -1.395  0.32
H7 -0.863 1.907 -0.728  0.36
H8 0.039 -0.462 0.662  0.18
H9 1.122 1.831 -0.400  0.30
H10 1.753 1.629 1.244  0.36
H11 3.358 0.752 -0.147  0.34
H12 2.175 -0.039 -1.165  0.21
H13 1.439 -1.628 0.417  0.27
H14 2.483 -1.028 1.682  0.31
H15 3.234 -1.959 0.451  0.34

## Properties
HOMO energy   -8.587 eV
Net charge   0
SMILES   CCCNCCC

---

Entry ii
Molecular formula: C6H15N
Method: DFT, ωB97M-V/def2-TZVPD

Last column: Mulliken charge in e.
Cartesian coordinates (Å):
C1 -2.050 -2.389 -0.386  -1.21
C2 -1.183 -1.173 -0.704  -0.40
C3 -0.189 -0.855 0.408  -0.76
C4 0.720 0.364 0.037  0.27
C5 2.130 0.135 0.581  -1.62
N1 0.079 1.568 0.607  -0.39
C6 0.276 2.779 -0.189  -0.93
H1 -3.127 -2.221 -0.460  0.32
H2 -1.864 -2.865 0.578  0.36
H3 -1.845 -3.220 -1.074  0.30
H4 -1.768 -0.288 -0.975  0.30
H5 -0.617 -1.357 -1.608  0.29
H6 0.506 -1.696 0.473  0.32
H7 -0.665 -0.677 1.369  0.30
H8 0.781 0.389 -1.047  0.36
H9 2.162 0.000 1.666  0.36
H10 2.661 1.089 0.436  0.44
H11 2.693 -0.603 0.013  0.42
H12 0.530 1.681 1.508  0.31
H13 1.169 2.849 -0.813  0.32
H14 0.176 3.661 0.447  0.34
H15 -0.575 2.827 -0.869  0.29

## Properties
HOMO energy   -8.770 eV
Net charge   0
SMILES   CCC[C@H](C)NC

---

In terms of stability, entry ii leads; the second structure lies 0.505 eV higher.

---

Entry i
Molecular formula: C6H15N
Method: DFT, ωB97M-V/def2-TZVPD

Last column: Mulliken charge in e.
Cartesian coordinates (Å):
C1 -1.010 -1.929 0.656  -1.12
C2 -0.736 -1.140 -0.620  -0.72
C3 -0.473 0.382 -0.497  0.36
C4 -1.621 1.101 0.224  -1.52
N1 0.790 0.872 0.092  0.02
C5 1.528 -0.062 0.927  -1.05
C6 1.667 1.464 -0.917  -1.04
H1 -0.085 -2.220 1.159  0.28
H2 -1.532 -2.860 0.408  0.36
H3 -1.637 -1.382 1.364  0.28
H4 0.088 -1.614 -1.167  0.33
H5 -1.619 -1.261 -1.263  0.45
H6 -0.526 0.746 -1.534  0.33
H7 -2.588 0.817 -0.207  0.36
H8 -1.525 2.188 0.115  0.38
H9 -1.643 0.876 1.295  0.30
H10 0.931 -0.368 1.790  0.26
H11 2.420 0.418 1.347  0.37
H12 1.863 -0.947 0.374  0.34
H13 1.154 2.276 -1.445  0.34
H14 2.548 1.917 -0.448  0.33
H15 2.005 0.725 -1.652  0.36

## Properties
HOMO energy   -8.216 eV
Net charge   0
SMILES   CC[C@@H](C)N(C)C

---

Entry ii
Molecular formula: C6H15N
Method: DFT, ωB97M-V/def2-TZVPD

Last column: Mulliken charge in e.
Cartesian coordinates (Å):
C1 0.455 1.160 -2.970  -1.15
C2 -0.417 1.355 -1.663  -0.44
C3 -0.497 0.019 -0.941  -0.86
N1 0.646 -0.273 -0.045  -0.30
C4 0.534 0.254 1.297  -0.64
C5 0.293 -0.831 2.387  -0.45
C6 -0.701 -1.988 2.085  -0.86
H1 -0.121 1.115 -3.885  0.31
H2 1.004 2.096 -3.036  0.33
H3 1.210 0.389 -2.896  0.36
H4 -0.085 2.211 -1.086  0.32
H5 -1.431 1.618 -1.968  0.33
H6 -0.460 -0.821 -1.628  0.37
H7 -1.411 0.001 -0.336  0.38
H8 1.495 0.099 -0.448  0.26
H9 -0.234 0.984 1.533  0.32
H10 1.453 0.789 1.603  0.37
H11 1.232 -1.229 2.779  0.38
H12 -0.241 -0.263 3.169  0.20
H13 -0.956 -1.966 1.032  0.21
H14 -1.612 -1.839 2.641  0.29
H15 -0.156 -2.882 2.375  0.26

## Properties
HOMO energy   -8.660 eV
Net charge   0
SMILES   CCCNCCC

---

In terms of stability, entry i leads; the second structure lies 0.496 eV higher.

---

Entry i
Molecular formula: C2H6N3O
Method: DFT, ωB97M-V/def2-TZVPD

Last column: Mulliken charge in e.
Cartesian coordinates (Å):
C1 0.801 -0.711 -0.774  -0.95
C2 0.407 -0.014 0.463  0.65
N1 -2.737 -0.094 0.051  -0.10
N2 0.097 1.308 0.258  -0.26
N3 -2.190 -0.171 -0.903  0.10
O1 0.492 -0.264 1.727  -0.42
H1 1.104 -1.785 -0.629  0.37
H2 1.588 -0.082 -1.164  0.34
H3 -0.135 -0.646 -1.516  0.36
H4 -0.208 1.519 -0.666  0.29
H5 -0.072 1.973 0.955  0.21
H6 0.853 -1.034 2.197  0.41

## Properties
HOMO energy   -16.854 eV
Net charge   +1

---

Entry ii
Molecular formula: C2H6N3O
Method: DFT, ωB97M-V/def2-TZVPD

Last column: Mulliken charge in e.
Cartesian coordinates (Å):
C1 0.553 1.635 0.950  -0.22
C2 -0.457 0.158 -0.291  0.12
N1 0.645 2.036 -0.426  -0.09
N2 0.134 1.162 -1.107  -0.25
N3 0.163 -1.149 -0.610  -0.41
O1 -0.318 0.530 0.989  -0.29
H1 1.540 1.418 1.397  0.29
H2 0.136 2.565 1.574  0.26
H3 -1.916 -0.085 -0.626  0.38
H4 0.191 -1.993 -0.031  0.34
H5 1.204 -0.994 -1.028  0.44
H6 -0.313 -1.634 -1.431  0.42

## Properties
HOMO energy   -15.152 eV
Net charge   +1

---

In terms of stability, entry i leads; the second structure lies 4.416 eV higher.

---

Entry i
Molecular formula: C4H8INS
Method: DFT, ωB97M-V/def2-TZVPD

Last column: Mulliken charge in e.
Cartesian coordinates (Å):
C1 -0.759 0.485 -0.240  -0.17
C2 -0.580 -0.469 -1.083  -0.05
C3 -0.576 1.902 -0.569  -1.11
C4 -1.382 -2.474 0.974  -0.89
N1 -3.582 -1.014 -0.217  -0.25
S1 -0.866 -2.178 -0.729  -0.09
I1 -4.747 0.533 -0.360  0.21
H1 -1.094 0.215 0.725  0.38
H2 -0.368 -0.494 -2.166  0.20
H3 -0.344 2.133 -1.630  0.32
H4 -1.485 2.513 -0.170  0.20
H5 0.262 2.306 -0.007  0.29
H6 -0.810 -1.795 1.536  0.27
H7 -0.937 -3.459 1.303  0.34
H8 -2.391 -2.228 1.140  0.34

## Properties
HOMO energy (alpha / beta)   -7.828 / -7.808 eV
Net charge   0

---

Entry ii
Molecular formula: C4H8INS
Method: DFT, ωB97M-V/def2-TZVPD

Last column: Mulliken charge in e.
Cartesian coordinates (Å):
C1 0.975 1.311 -1.688  -0.07
C2 0.825 -1.273 1.010  -1.23
C3 -2.209 0.311 0.830  -1.00
C4 0.303 -0.527 -0.224  0.28
N1 0.880 0.608 -0.549  -0.25
S1 1.798 2.756 -1.779  -0.33
I1 -0.357 -1.752 -1.757  0.10
H1 0.617 0.719 -2.479  0.15
H2 1.604 -1.888 0.636  0.44
H3 -0.034 -1.756 1.336  0.34
H4 1.197 -0.571 1.816  0.35
H5 -1.937 0.876 1.684  0.32
H6 -2.516 -0.702 0.941  0.37
H7 -2.516 0.929 0.044  0.33
H8 1.370 0.959 0.179  0.20

## Properties
HOMO energy (alpha / beta)   -8.596 / -7.189 eV
Net charge   0

---

Entry iii
Molecular formula: C4H8INS
Method: DFT, ωB97M-V/def2-TZVPD

Last column: Mulliken charge in e.
Cartesian coordinates (Å):
C1 -0.760 1.473 -0.606  -0.52
C2 0.519 1.647 0.193  -0.51
C3 0.200 -1.017 0.147  -0.15
C4 0.098 -2.175 -0.766  -1.05
N1 -1.416 0.274 -0.286  -0.62
S1 1.507 0.122 -0.209  -0.10
I1 -2.559 0.368 1.438  0.05
H1 -1.243 2.551 -0.709  0.27
H2 -0.420 1.317 -1.618  0.38
H3 0.982 2.479 -0.206  0.45
H4 0.474 1.769 1.359  0.27
H5 -0.171 -1.076 1.098  0.56
H6 -0.796 -2.621 -0.608  0.36
H7 0.942 -2.817 -0.419  0.28
H8 0.290 -1.585 -1.668  0.33

## Properties
HOMO energy (alpha / beta)   -8.199 / -8.200 eV
Net charge   0

---

Entry iv
Molecular formula: C4H8INS
Method: DFT, ωB97M-V/def2-TZVPD

Last column: Mulliken charge in e.
Cartesian coordinates (Å):
C1 -1.407 1.187 -2.514  -1.33
C2 -0.470 0.037 -2.659  -0.33
C3 -0.270 -0.524 -1.266  -0.03
N1 0.637 -1.270 -0.839  -0.46
I1 2.317 -1.755 -1.813  0.08
H1 -1.059 1.806 -1.647  0.30
H2 -1.456 1.627 -3.438  0.44
H3 -2.402 0.810 -2.270  0.31
H4 -0.552 -0.748 -3.442  0.36
H5 0.650 0.351 -2.841  0.22
H6 -1.070 -0.363 -0.566  0.46
C4 0.819 -3.764 0.631  -0.41
S1 1.535 -2.760 1.733  -0.12
H7 -0.240 -3.981 0.585  0.27
H8 1.579 -4.131 -0.173  0.24

## Properties
HOMO energy (alpha / beta)   -8.397 / -8.397 eV
Net charge   0
SMILES   CC/C=N\I.C=S

---

In terms of stability, entry iv leads; the second structure lies 0.447 eV higher.

---

Entry i
Molecular formula: C9H14O2S
Method: DFT, ωB97M-V/def2-TZVPD

Last column: Mulliken charge in e.
Cartesian coordinates (Å):
C1 1.184 -0.422 -0.416  0.78
C2 0.105 0.306 -1.214  0.37
C3 0.717 -0.786 0.766  -0.14
C4 -1.098 0.266 -0.470  -0.09
C5 -0.746 -0.315 0.840  0.52
C6 2.513 -0.472 -0.975  -1.62
C7 0.169 1.061 -2.534  -1.39
C8 1.181 -1.798 1.745  -1.56
C9 -2.467 0.860 -0.741  -1.33
O1 -1.216 -0.169 3.484  -0.59
O2 -0.189 1.842 2.351  -0.58
S1 -1.042 0.695 2.331  1.04
H1 -1.704 -1.436 1.394  0.38
H2 3.103 -1.088 -0.256  0.34
H3 2.888 0.480 -1.158  0.40
H4 2.641 -1.008 -1.958  0.33
H5 -0.236 0.439 -3.297  0.30
H6 1.254 1.295 -2.683  0.32
H7 -0.412 1.937 -2.467  0.43
H8 1.952 -2.500 1.419  0.46
H9 0.291 -2.365 1.943  0.33
H10 1.657 -1.376 2.636  0.31
H11 -3.041 0.568 -1.666  0.31
H12 -2.163 1.952 -1.086  0.28
H13 -3.081 0.918 0.124  0.32
H14 -2.259 1.116 1.887  0.07

## Properties
HOMO energy   -8.258 eV
Net charge   0

---

Entry ii
Molecular formula: C9H14O2S
Method: DFT, ωB97M-V/def2-TZVPD

Last column: Mulliken charge in e.
Cartesian coordinates (Å):
C1 -0.456 0.861 0.163  0.92
C2 -0.761 -0.573 0.253  0.12
C3 0.630 1.171 -0.498  -0.15
C4 0.361 -1.171 -0.192  0.10
C5 1.379 -0.118 -0.589  0.71
C6 -1.382 2.036 0.613  -1.64
C7 -2.013 -1.261 0.785  -1.50
C8 1.266 2.535 -0.945  -1.13
C9 0.558 -2.633 -0.396  -1.98
O1 3.886 0.429 0.001  -0.62
O2 2.456 -0.496 1.848  -0.54
S1 2.774 -0.429 0.462  0.83
H1 1.961 -0.513 -2.147  0.36
H2 -2.005 2.502 -0.175  0.28
H3 -0.832 2.738 1.152  0.48
H4 -2.091 1.439 1.238  0.40
H5 -2.941 -0.642 0.420  0.35
H6 -2.014 -1.278 1.895  0.28
H7 -2.005 -2.213 0.340  0.46
H8 1.130 2.890 -1.964  0.27
H9 2.371 2.275 -1.013  0.30
H10 1.009 3.364 -0.321  0.36
H11 0.869 -2.790 -1.454  0.28
H12 -0.146 -3.299 -0.187  0.62
H13 1.358 -2.965 0.346  0.29
H14 3.206 -1.747 0.119  0.14

## Properties
HOMO energy   -8.522 eV
Net charge   0

---

In terms of stability, entry i leads; the second structure lies 0.926 eV higher.